# 1
The following is a DFT calculation (ωB97M-V/def2-TZVPD) of a 6-piece molecular cluster, C18H43BF4NO10PS3 overall.

Computed properties:
**Energy above the lowest of the compared OMol25 structures with the same formula, charge and spin**: 49.0 kcal/mol
**Multiplicity**: 1
**E_HOMO**: -9.930 eV
**HOMO-LUMO gap**: 0.33189 Eh
**Net charge**: 0

Atoms and positions in Å:
H: -2.180 3.139 0.028
H: -4.145 -3.633 -3.028
N: 2.078 0.015 -5.010
H: 0.312 -1.500 1.789
H: 3.586 -7.010 5.897
H: 2.447 -5.651 6.077
O: -3.675 0.794 0.212
H: 2.492 -6.616 3.672
O: 0.524 -4.643 3.906
H: 2.386 6.660 -2.232
C: -4.287 2.991 -2.675
H: 2.370 0.752 -5.644
C: 3.270 -5.937 4.024
H: 2.005 4.364 -2.460
H: -0.846 -1.436 -1.304
O: 2.267 6.423 1.226
C: -2.869 3.053 -2.074
B: 1.084 0.434 -1.934
C: -1.919 -1.369 -1.460
C: -5.023 1.921 -1.832
C: 1.736 6.723 -1.355
C: 2.285 -1.673 5.419
F: 1.335 0.267 -0.581
C: 1.354 4.396 -1.583
H: 1.817 -1.390 6.365
H: -6.096 1.742 -1.751
O: 1.929 -3.052 5.302
C: 0.766 -2.489 1.777
H: 1.811 -1.900 0.003
H: -2.773 -1.834 0.477
H: 4.080 -0.461 5.481
H: 4.307 -2.071 6.204
O: -2.075 -1.394 -4.197
H: 4.236 -6.185 3.589
H: -4.698 -1.949 -3.228
F: 1.958 1.253 -2.666
S: 2.768 5.957 -0.055
O: 4.176 6.148 -0.390
H: -4.369 2.697 -3.719
H: -4.825 3.934 -2.569
F: 0.957 -0.803 -2.611
C: 0.609 5.742 -1.582
H: 1.905 3.788 0.500
H: 0.617 -3.155 -0.250
F: -0.167 1.104 -2.007
H: -2.303 -3.187 -0.399
H: 1.489 7.757 -1.138
H: 1.151 -0.360 -5.231
O: 3.104 -4.573 3.595
H: -4.586 -1.337 -1.073
H: 3.257 3.796 -0.675
H: -4.832 -2.974 -0.613
H: 1.891 -0.988 4.666
C: 3.789 -1.512 5.424
H: -4.755 0.896 -2.122
H: 2.112 -3.652 0.457
H: -2.437 2.057 -2.212
S: -2.280 -2.260 -3.042
H: -2.215 3.774 -2.558
C: 3.336 -6.007 5.558
C: -4.153 -2.338 -1.178
H: 2.680 -0.813 -4.998
H: 4.203 -1.886 4.482
H: 2.088 0.353 -4.018
H: 0.678 3.540 -1.569
C: 2.305 4.241 -0.403
C: -3.063 3.269 -0.591
C: -4.019 -2.608 -2.693
O: 1.704 -2.585 2.834
H: -0.104 5.743 -0.756
P: 1.741 -3.808 3.880
O: -5.315 2.616 0.744
O: -1.706 -3.590 -2.982
H: 4.095 -5.267 5.827
H: -2.149 -0.311 -1.555
H: 0.158 5.891 -2.561
H: -3.640 4.181 -0.421
H: -0.053 -3.216 1.824
C: 1.412 -2.820 0.426
S: -4.320 2.045 -0.133
C: -2.782 -2.211 -0.548

---

# 2
The following is a DFT calculation (ωB97M-V/def2-TZVPD) of C38H55BBrN8OS3Tb as an isolated structure.

Computed properties:
**Energy above the lowest of the compared OMol25 structures with the same formula, charge and spin**: 0.0 kcal/mol
**Multiplicity**: 7
**E_HOMO (alpha / beta)**: -12.617 / -12.679 eV
**HOMO-LUMO gap (alpha / beta)**: 0.23125 / 0.23337 Eh
**Net charge**: +2

Atoms and positions in Å:
H: 0.673 0.993 4.937
H: 3.944 1.478 -2.312
C: 1.162 0.417 5.723
O: 2.008 -0.599 3.399
H: 1.602 -2.421 -3.358
C: -1.543 -4.014 6.118
H: -0.050 5.522 -2.633
S: -2.655 -0.196 1.749
C: -2.356 -3.074 -2.460
H: 3.998 2.394 0.889
Br: -0.671 -6.575 6.977
S: 1.002 1.653 1.526
C: -2.689 -1.715 -2.722
C: 3.459 0.063 6.572
C: -0.494 -2.691 4.367
H: 4.705 1.570 4.949
C: -3.274 -2.105 -5.106
H: -5.086 3.238 1.808
H: 3.949 -1.677 2.390
H: -1.653 3.121 -3.574
H: -2.320 6.075 -0.479
C: -5.071 -1.747 -3.381
C: -0.913 -2.360 -0.718
H: -3.881 0.743 -3.221
C: 1.470 1.237 -0.034
N: -1.309 -1.120 -1.027
C: -1.134 -4.844 -1.166
H: 1.237 -3.640 3.467
N: 1.126 -0.255 -1.914
C: -2.524 1.203 0.765
H: -5.776 -1.566 -4.194
B: -0.682 0.109 -0.473
H: 4.368 -0.128 1.634
H: 1.075 0.998 6.638
H: -5.125 -2.808 -3.124
H: -2.623 0.477 -4.436
H: 6.035 0.455 4.582
H: 0.301 3.869 -2.107
C: -2.081 3.346 -0.900
H: -1.264 -5.048 -0.102
H: 2.933 -0.539 7.313
C: -3.407 2.316 0.858
H: -2.233 6.555 -2.171
H: 4.209 3.208 -0.669
H: -2.317 -4.135 6.865
H: -3.282 3.763 -3.292
H: -3.619 5.634 -1.612
C: -2.539 5.752 -1.501
C: -3.162 3.367 0.025
N: -1.306 2.303 -0.976
C: 2.725 -0.586 -3.693
N: 0.726 0.365 -0.771
C: 3.034 1.150 -1.822
H: 2.106 -2.145 -5.034
H: 1.898 0.929 -5.028
N: -2.182 -0.765 -1.991
H: -2.215 -1.983 -5.346
C: -0.272 4.768 -1.876
H: 0.753 -1.227 -4.352
H: 3.232 -0.010 -5.709
C: -0.598 -5.011 5.926
H: -1.749 -5.533 -1.742
H: -0.083 -5.031 -1.398
H: 4.458 -1.712 -4.322
H: -5.205 1.474 1.655
H: 4.008 -2.001 -2.636
H: 3.569 1.258 -4.536
C: -1.779 4.479 -1.873
C: 2.256 0.105 -2.426
C: -2.217 4.006 -3.272
C: 4.533 -0.771 2.504
H: -3.492 -3.172 -5.031
Tb: -0.070 -0.974 2.732
C: 1.732 -1.660 -4.132
H: 4.357 -0.474 6.284
H: -2.829 -3.850 -3.049
H: -4.331 0.396 -4.897
H: 5.412 1.549 3.338
H: 4.838 -0.504 -3.099
C: 2.909 -0.142 4.173
H: 5.588 -1.034 2.551
H: 1.129 -5.667 4.835
C: -3.617 0.163 -4.106
C: 2.863 0.468 -4.801
H: -3.796 4.243 0.080
C: -1.483 -2.866 5.337
N: 2.577 0.248 5.414
H: 0.655 -0.540 5.862
H: -5.391 -1.166 -2.514
C: 0.439 -3.721 4.207
N: 4.174 -0.081 3.742
H: -2.039 4.800 -4.000
H: 2.826 3.594 0.380
C: -4.526 2.307 1.849
S: 0.250 -2.630 0.511
N: -1.566 1.268 -0.163
C: 0.399 -4.879 4.973
C: -1.490 -3.424 -1.474
C: 3.473 2.794 0.018
H: 0.054 5.154 -0.907
C: -3.659 -1.340 -3.828
C: 2.669 1.725 -0.654
H: -4.140 2.167 2.861
C: 5.134 0.926 4.190
H: 3.732 1.015 7.027
C: 4.090 -1.236 -3.412
H: -2.238 -2.103 5.503
H: -3.854 -1.717 -5.944

---

# 3
The following is a DFT calculation (ωB97M-V/def2-TZVPD) of C14H36Cl2FN2O12P2V as an isolated structure.

Computed properties:
**Multiplicity**: 1
**E_HOMO**: -8.550 eV
**HOMO-LUMO gap**: 0.20255 Eh
**Net charge**: 0

Atoms and positions in Å:
N: -5.913 0.943 -9.976
O: 3.169 -5.510 -21.923
H: 0.470 0.844 -13.368
O: 0.392 -7.408 -15.423
H: -0.147 1.421 -17.943
C: -5.218 -6.701 -20.084
H: -4.689 -6.726 -21.036
H: -3.942 -0.794 -11.976
P: 1.974 -6.036 -20.980
P: -4.817 -5.125 -17.998
C: 0.526 -5.523 -23.168
H: -4.883 -7.226 -16.244
C: 4.168 -11.335 -14.844
O: -6.118 -5.771 -17.221
Cl: 3.027 -13.799 -14.251
H: -5.981 2.344 -8.598
C: 0.587 -8.230 -21.128
H: 0.016 -7.653 -20.401
H: -6.132 -2.399 -19.154
H: 3.867 -10.946 -13.871
F: 3.457 -5.310 -13.678
H: 1.340 -6.159 -23.518
O: -0.679 -5.516 -14.143
H: 2.649 -3.502 -21.433
H: 0.934 -0.689 -14.026
Cl: 5.942 -11.661 -14.737
H: -4.700 -7.460 -19.498
O: 0.670 -5.420 -21.758
H: -6.020 -6.562 -15.245
H: 2.314 -12.040 -15.690
H: 0.235 1.681 -15.672
H: -6.549 1.162 -10.729
O: 0.376 -1.371 -16.349
H: -5.675 -0.438 -12.074
H: 2.010 0.662 -14.155
C: 3.288 -12.437 -15.406
H: -6.563 -7.704 -16.536
H: -0.298 -0.276 -18.557
C: -6.271 1.293 -8.606
H: -6.627 -2.198 -17.501
H: -1.607 0.415 -17.625
O: 1.842 -7.654 -21.327
H: -5.760 0.742 -7.817
C: -0.524 0.417 -17.747
H: 0.713 -9.120 -20.511
C: 0.079 -0.166 -16.446
H: -7.351 1.336 -8.461
H: -0.098 -8.417 -21.954
H: -6.246 -7.022 -20.253
H: -0.433 -5.929 -23.488
H: 4.325 -3.819 -21.859
O: -5.022 -3.534 -17.775
O: -3.495 -5.657 -17.625
C: -4.712 -0.065 -11.723
O: -4.134 -0.361 -9.480
C: 0.959 0.382 -14.226
H: 0.652 -4.552 -23.647
H: -7.087 -3.630 -18.415
C: 3.294 -4.098 -22.079
H: 3.028 -3.777 -23.086
N: 0.365 0.700 -15.474
C: -4.892 0.196 -10.269
C: -5.912 -6.867 -16.286
H: 4.117 -10.489 -15.529
O: 1.965 -5.720 -19.506
V: 0.431 -5.823 -15.306
H: -4.313 0.803 -12.248
H: 3.769 -12.770 -16.326
O: -5.202 -5.360 -19.579
C: -6.268 -2.938 -18.216

---

# 4
The following is a DFT calculation (ωB97M-V/def2-TZVPD) of C30H44N4OSi2W as an isolated structure.

Computed properties:
**Multiplicity**: 1
**E_HOMO (alpha / beta)**: -13.610 / -13.610 eV
**HOMO-LUMO gap (alpha / beta)**: 0.23443 / 0.23438 Eh
**Net charge**: +2

Atoms and positions in Å:
C: -1.666 1.242 -2.983
C: 2.441 -1.163 2.068
N: 0.300 0.183 -1.854
H: 0.910 0.714 -4.342
H: -1.827 3.233 -1.239
C: -3.123 -1.594 2.098
H: -4.538 -0.965 -0.984
C: -0.993 2.614 -3.123
H: 2.177 -4.732 -0.973
H: -0.409 -0.309 -3.810
H: -0.035 2.525 -3.598
C: 4.679 0.573 -2.760
C: -0.816 -5.703 1.510
C: -0.265 3.070 4.569
C: 2.959 0.759 -4.512
H: 3.300 -1.414 2.698
H: 5.762 0.587 -2.618
C: -0.609 4.785 2.789
H: 3.540 0.516 1.218
H: 1.049 2.533 -1.532
C: 4.265 0.761 -4.096
C: 0.269 1.781 2.487
H: -3.135 2.325 1.367
C: -0.920 -5.344 -1.561
C: 3.992 0.365 -1.598
H: -1.449 -0.843 -2.524
H: -1.605 3.219 -3.791
C: -0.916 3.402 -1.830
Si: -3.327 -0.089 0.998
H: -2.870 -2.451 1.499
N: 0.108 2.223 0.234
C: -0.060 -3.072 0.310
H: 0.835 -0.929 3.500
O: -1.810 0.136 0.118
C: 1.782 0.605 -3.746
H: -0.561 -4.756 -2.413
H: 2.329 -5.001 0.821
N: 2.115 -0.113 -0.202
H: -0.321 -5.381 2.458
H: 2.023 -6.369 -0.310
C: 0.152 1.937 3.863
H: -0.526 4.659 0.696
H: -0.355 2.966 5.650
H: -2.336 1.273 -2.098
C: -0.344 4.102 1.619
H: -2.291 -1.449 2.812
C: -0.570 4.325 4.091
H: -0.912 5.826 2.699
H: -0.832 4.473 -2.042
H: -4.679 0.788 -0.857
H: 2.045 0.338 3.565
H: 0.789 3.994 -0.622
H: -0.858 -6.785 1.471
H: -1.860 -5.350 1.576
C: 0.306 3.057 -0.942
H: -4.153 1.613 2.651
C: 1.572 0.323 -2.406
C: 2.594 0.185 -1.391
C: -0.829 -0.012 -2.862
H: 4.580 0.369 -0.674
H: -2.377 1.358 2.661
H: -0.810 -6.409 -1.827
C: 1.834 -5.321 -0.114
C: 3.040 -0.406 0.892
H: 3.855 -1.035 0.507
H: -2.343 1.048 -3.815
H: 4.997 0.896 -4.867
H: 2.774 0.931 -5.585
N: 0.624 0.545 1.999
H: -0.869 5.021 4.872
C: 0.021 2.764 1.451
H: 0.341 1.039 4.433
C: -0.005 -1.864 0.525
C: -4.669 -0.150 -0.273
C: 1.463 -0.284 2.863
H: -1.980 -5.121 -1.467
H: 2.001 -2.099 1.714
H: -4.065 -1.782 2.596
Si: 0.002 -4.975 0.013
H: -5.662 -0.308 0.142
C: -3.254 1.453 2.030
W: 0.011 0.146 0.108

---

# 5
The following is a DFT calculation (ωB97M-V/def2-TZVPD) of an isolated ion of composition C9H21BN and charge +1.

Computed properties:
**Multiplicity**: 1
**E_HOMO**: -11.187 eV
**HOMO-LUMO gap**: 0.28462 Eh
**Net charge**: +1

Atoms and positions in Å:
H: -1.039 2.048 0.741
H: 1.921 0.220 -1.439
C: -1.365 -1.604 -0.873
H: -1.952 0.870 -0.992
C: 2.678 1.917 -0.352
H: -2.483 -1.220 0.950
B: 0.746 -1.023 0.651
H: -4.170 0.918 0.937
H: 4.133 -0.251 0.605
C: -2.474 -0.891 -0.090
H: 3.343 -1.495 -0.364
H: -1.826 0.938 1.935
H: 2.112 0.258 1.803
H: -1.803 -2.498 -1.319
H: -3.563 2.319 0.047
H: -3.434 -1.144 -0.543
C: 2.105 -0.663 1.217
C: -1.420 1.059 0.941
H: 1.780 1.986 0.257
C: 3.196 -0.529 0.121
N: -2.353 0.594 -0.089
H: -0.490 -2.743 0.728
C: 2.843 0.517 -0.933
C: -0.137 -2.056 -0.052
H: 3.538 2.174 0.263
H: 2.425 -1.455 1.905
H: 2.606 2.652 -1.149
H: 3.641 0.534 -1.677
H: 0.480 -2.675 -0.715
H: -4.317 0.976 -0.834
H: -1.032 -0.969 -1.696
C: -3.688 1.238 0.015

---

# 6
The following is a DFT calculation (ωB97M-V/def2-TZVPD) of a 2-piece molecular cluster, C4H7NO overall.

Computed properties:
**Energy above the lowest of the compared OMol25 structures with the same formula, charge and spin**: 42.4 kcal/mol
**Multiplicity**: 1
**E_HOMO**: -10.525 eV
**Structure (SMILES)**: C=CCC#N.O
**HOMO-LUMO gap**: 0.41148 Eh
**Net charge**: 0

Atoms and positions in Å:
H: 1.430 -1.213 0.677
H: 2.928 -1.156 0.461
N: -3.152 1.441 -1.041
C: 0.912 0.725 -0.241
H: 1.808 0.791 -0.852
O: 2.265 -1.169 1.162
C: -1.409 -0.075 0.207
C: -2.414 0.761 -0.465
H: -0.109 -0.593 -1.523
H: 0.924 1.298 0.683
C: -0.125 -0.027 -0.593
H: -1.248 0.308 1.222
H: -1.807 -1.092 0.304

---

# 7
The following is a DFT calculation (ωB97M-V/def2-TZVPD) of a 2-piece molecular cluster, CH5N3S overall.

Computed properties:
**Energy above the lowest of the compared OMol25 structures with the same formula, charge and spin**: 123.6 kcal/mol
**Multiplicity**: 1
**E_HOMO (alpha / beta)**: -7.878 / -7.659 eV
**HOMO-LUMO gap (alpha / beta)**: 0.28325 / 0.26661 Eh
**Net charge**: 0

Atoms and positions in Å:
S: -2.339 -0.647 0.072
N: 0.636 0.919 -0.430
H: 0.407 1.568 -1.323
H: -1.820 1.520 0.993
C: -1.493 0.571 0.476
N: 1.187 -1.061 0.430
H: 1.701 -0.422 1.079
H: 0.469 -0.977 -1.458
H: 0.291 -1.078 0.935
N: 0.961 -0.393 -0.774

---

# 8
The following is a DFT calculation (ωB97M-V/def2-TZVPD) of a 2-piece molecular cluster, C29H22N6O6S overall.

Computed properties:
**Energy above the lowest of the compared OMol25 structures with the same formula, charge and spin**: 0.0 kcal/mol
**Multiplicity**: 1
**E_HOMO**: -8.013 eV
**Structure (SMILES)**: O=[N+]([O-])c1cc([N+](=O)[O-])c2no[n+]([O-])c2c1.c1ccc(C(c2ccccc2)[C@@H]2CCN3C(=N2)Sc2ccccc23)cc1
**HOMO-LUMO gap**: 0.20407 Eh
**Net charge**: 0

Atoms and positions in Å:
C: 1.329 0.266 -4.559
H: 1.716 0.630 -2.429
C: 0.426 1.114 5.178
C: -3.998 -4.409 -2.082
C: -2.139 -0.217 2.457
C: 0.075 1.646 6.423
C: -1.301 -1.034 0.007
N: 4.556 -2.304 -4.299
O: 5.118 -1.698 -3.204
C: -3.187 -2.354 -0.394
H: 0.990 -0.440 -6.582
C: -2.784 -3.752 -2.324
H: 3.857 3.939 0.269
O: -0.023 1.909 -3.639
O: 2.664 -1.846 -7.907
C: 3.042 -0.847 -3.344
H: -4.317 -5.236 -2.725
N: -0.539 -0.150 0.545
C: -1.058 0.566 1.736
C: -1.340 2.396 4.117
H: 1.281 0.433 5.090
H: 0.763 3.532 3.227
H: -3.862 0.062 1.138
O: 4.618 -0.041 -1.718
O: 3.368 -3.521 -6.685
H: -2.614 0.410 3.208
C: 1.369 3.078 2.437
N: 4.219 -0.805 -2.585
H: -2.153 -3.995 -3.173
H: -1.301 2.950 7.481
C: 0.120 0.856 2.690
H: -1.507 1.534 1.423
N: -2.550 -1.424 0.428
C: 3.054 1.960 0.523
C: -1.691 2.944 5.359
H: -5.091 -2.565 0.606
S: -0.846 -1.895 -1.469
N: 0.591 1.534 -4.657
H: -2.502 3.680 5.405
C: 3.323 -1.736 -4.405
C: -0.316 1.443 4.037
C: 1.970 0.054 -3.315
H: 3.771 1.466 -0.129
N: 2.895 -2.377 -6.800
H: 1.803 0.189 0.723
O: 0.645 2.176 -5.728
C: 2.014 1.205 1.058
C: 3.149 3.322 0.819
C: 1.180 1.743 2.040
H: -5.761 -4.540 -0.822
C: 2.342 3.868 1.819
C: -2.359 -2.757 -1.449
C: -3.219 -0.737 1.548
H: 0.585 -0.123 2.907
H: 0.643 1.374 7.320
H: -1.671 -1.059 2.987
H: -1.843 2.726 3.201
C: 1.581 -0.574 -5.682
C: -4.822 -4.008 -1.013
H: 2.491 4.903 2.133
C: -4.440 -2.937 -0.190
H: -3.848 -1.470 2.065
C: -1.003 2.542 6.513
C: 2.541 -1.596 -5.608

---

# 9
The following is a DFT calculation (ωB97M-V/def2-TZVPD) of C6H13P in the gas phase.

Computed properties:
**Energy above the lowest of the compared OMol25 structures with the same formula, charge and spin**: 8.7 kcal/mol
**Multiplicity**: 3
**E_HOMO (alpha / beta)**: -6.380 / -8.862 eV
**HOMO-LUMO gap (alpha / beta)**: 0.27474 / 0.24072 Eh
**Net charge**: 0

Atoms and positions in Å:
H: 1.795 -0.730 -1.880
H: -0.125 2.221 -0.854
H: 2.207 0.608 0.183
H: 0.094 -1.328 -2.173
C: 0.687 -0.558 -1.727
H: 1.677 -0.434 1.558
C: 1.899 -0.313 0.527
H: -2.261 -1.607 1.333
H: -0.528 2.434 1.022
P: -2.256 0.302 -0.304
H: -3.901 -1.309 0.579
C: 0.503 -0.584 -0.165
H: 0.292 -1.679 0.224
H: -0.742 0.348 1.480
C: 0.060 1.872 0.269
H: 1.099 1.888 0.595
H: 2.443 -1.094 0.231
H: 0.413 0.415 -1.968
C: -0.459 0.435 0.383
C: -2.900 -0.886 0.687

---

Number 2 is which compound? C38H55BBrN8OS3Tb

---

Which value of multiplicity does entry 4 give? 1